(1)
C20H24GaIN4O as an isolated structure, computed with ωB97M-V with the def2-TZVPD basis set.

Structure (XYZ):
```
51
Properties=species:S:1:pos:R:3:nbo_charge:R:1
C 3.505 -1.939 -1.927 -0.84
I 0.145 -1.044 -3.184 -1.24
H 4.530 -2.252 -1.678 0.20
H 3.518 -1.090 -2.625 0.24
H 2.938 -2.767 -2.376 0.25
C -3.289 -2.323 -0.809 -0.07
C -2.413 -3.345 -0.622 -0.11
N -1.206 -2.793 -0.231 -0.35
C -1.371 -1.450 -0.085 0.52
N -2.626 -1.154 -0.487 -0.35
H -4.294 -2.321 -1.192 0.22
H -2.556 -4.403 -0.742 0.22
C 2.184 3.574 -2.202 -0.36
C 1.827 1.562 -1.243 0.00
N 1.269 2.565 -1.980 -0.32
H 4.272 3.720 -1.509 0.21
N 3.089 2.005 -0.972 -0.34
H 1.952 4.448 -2.779 0.23
Ga 1.216 -0.230 -0.911 0.93
C 2.810 -1.532 -0.665 0.23
O 3.070 -1.854 0.485 -0.63
C 3.326 3.217 -1.579 -0.10
C 4.062 1.275 -0.188 -0.48
H 4.834 1.976 0.151 0.21
H 4.541 0.481 -0.780 0.21
H 3.592 0.803 0.684 0.24
C -0.098 2.610 -2.441 -0.56
H -0.216 3.483 -3.092 0.22
H -0.809 2.685 -1.604 0.21
H -0.338 1.701 -3.012 0.25
C -3.065 0.201 -0.771 -0.45
H -3.816 0.140 -1.570 0.21
H -2.208 0.781 -1.132 0.23
H -3.467 0.701 0.119 0.22
C 0.082 -3.442 -0.369 -0.45
H 0.531 -3.168 -1.344 0.24
H -0.073 -4.522 -0.357 0.20
H 0.747 -3.113 0.431 0.24
C -0.329 -0.475 0.292 -0.70
C -0.695 0.077 1.408 -0.01
C -1.373 0.349 2.577 -0.13
C -1.595 -0.660 3.562 -0.31
C -2.327 -0.376 4.705 -0.20
C -2.956 0.872 4.843 -0.38
C -2.786 1.855 3.853 -0.20
C -1.926 1.642 2.782 -0.30
H -1.188 -1.658 3.381 0.20
H -2.429 -1.133 5.487 0.19
H -3.573 1.086 5.718 0.18
H -3.322 2.801 3.920 0.19
H -1.696 2.430 2.060 0.20
```

Its multiplicity is 1. For the gap between HOMO and LUMO, the calculation gives 0.06343 Eh. The total charge is -2. As for the lowest unoccupied orbital energy: 4.1 eV.

(2)
C20H24IrN4O3S6 as an isolated structure, computed with ωB97M-V with the def2-TZVPD basis set.

Structure (XYZ):
```
58
Properties=species:S:1:pos:R:3:mulliken_spin:R:1
Ir 1.049 0.052 0.193 0.01
C 0.934 0.139 -3.124 0.00
C 1.117 1.580 -2.687 0.00
S 2.027 1.734 -1.123 0.00
C 3.638 1.025 -1.652 0.00
C 4.212 0.047 -0.646 0.00
S 2.992 -1.166 -0.072 0.00
C 2.722 -2.128 -1.612 0.00
C 1.253 -2.385 -1.884 0.00
S 0.238 -0.885 -1.773 0.00
H 1.859 -0.312 -3.477 0.00
H 0.217 0.094 -3.943 0.00
H 0.165 2.066 -2.480 0.00
H 1.638 2.160 -3.448 0.00
H 4.321 1.862 -1.792 0.00
H 3.499 0.556 -2.623 0.00
H 4.544 0.545 0.263 0.00
H 5.078 -0.482 -1.047 0.00
H 3.257 -3.069 -1.483 0.00
H 3.191 -1.592 -2.434 0.00
H 0.814 -3.052 -1.141 0.00
H 1.114 -2.834 -2.868 0.00
O -0.444 2.707 -0.357 0.00
N -1.267 1.952 0.135 0.00
O -2.423 2.188 0.345 0.00
O -0.860 0.724 0.491 0.00
S -5.031 -3.537 1.838 0.63
C -3.518 -2.979 1.488 -0.15
S -2.160 -3.012 2.559 0.01
C -1.229 -2.148 1.387 0.03
N -1.888 -1.905 0.268 0.11
N -3.136 -2.347 0.338 0.20
C -4.000 -2.080 -0.779 0.01
C -4.654 -3.125 -1.411 0.04
C -5.483 -2.828 -2.481 -0.01
C -5.646 -1.512 -2.890 0.03
C -4.977 -0.480 -2.242 -0.01
C -4.136 -0.758 -1.178 0.02
S 0.372 -1.667 1.719 0.09
H -4.509 -4.147 -1.085 0.00
H -6.003 -3.626 -2.992 0.00
H -6.303 -1.287 -3.719 0.00
H -5.124 0.544 -2.556 0.00
H -3.620 0.029 -0.641 0.00
C 2.162 3.730 5.337 0.00
C 1.936 2.830 4.166 0.00
C 0.753 2.123 3.989 0.00
C 0.583 1.302 2.894 0.00
N 1.531 1.140 1.955 0.00
C 2.678 1.824 2.119 0.00
C 2.914 2.655 3.186 0.00
H 1.275 3.805 5.962 0.00
H 2.440 4.729 5.001 0.00
H 2.984 3.353 5.947 0.00
H -0.055 2.209 4.703 0.00
H -0.338 0.761 2.747 0.01
H 3.432 1.706 1.358 0.00
H 3.861 3.173 3.249 0.00
```

Its multiplicity is 2. The calculation puts the energy above the lowest of the compared OMol25 structures with the same formula, charge and spin at 0.000 eV. For the gap between HOMO and LUMO (alpha / beta), the calculation gives 0.31057 / 0.21392 Eh. The total charge is +2. As for the lowest unoccupied orbital energy (alpha / beta): -5.6 / -8.4 eV.

(3)
An isolated molecule of C20H24N2O2, computed with ωB97M-V with the def2-TZVPD basis set.

Structure (XYZ):
```
48
Properties=species:S:1:pos:R:3:nbo_charge:R:1
C -0.956 -2.717 2.676 -0.61
C 0.254 -2.353 1.820 -0.41
C 0.425 -0.875 1.474 0.58
O -0.747 -0.189 1.077 -0.54
C -0.797 1.146 1.615 0.06
C -0.121 2.167 0.669 -0.09
O -1.115 2.986 0.043 -0.54
C -1.871 2.401 -0.910 0.37
C -1.263 1.925 -2.066 -0.28
C -2.074 1.375 -3.071 -0.20
C -3.418 1.245 -2.895 -0.24
C -4.027 1.727 -1.706 -0.19
C -3.242 2.357 -0.770 -0.29
C -0.025 0.941 2.923 -0.23
N 0.824 -0.217 2.723 -0.47
C 2.284 -0.052 2.727 -0.22
C 2.692 -0.073 1.285 -0.23
N 1.546 -0.598 0.553 -0.49
C 1.550 -0.934 -0.827 0.28
C 0.467 -1.577 -1.526 -0.29
C 0.511 -1.843 -2.890 -0.19
C 1.620 -1.444 -3.645 -0.26
C 2.708 -0.844 -3.009 -0.20
C 2.666 -0.592 -1.640 -0.30
H -1.025 -3.796 2.760 0.21
H -0.858 -2.326 3.704 0.21
H -1.813 -2.310 2.148 0.22
H 0.262 -3.001 0.915 0.21
H 1.187 -2.649 2.340 0.21
H -1.836 1.446 1.789 0.21
H 0.569 2.766 1.308 0.19
H 0.494 1.667 -0.100 0.20
H -0.198 2.030 -2.191 0.22
H -1.640 0.977 -3.975 0.22
H -4.063 0.811 -3.640 0.21
H -5.103 1.573 -1.518 0.21
H -3.675 2.758 0.117 0.22
H -0.704 0.725 3.723 0.20
H 0.505 1.835 3.182 0.19
H 2.738 -0.920 3.223 0.19
H 2.629 0.854 3.263 0.21
H 3.554 -0.720 1.170 0.19
H 3.011 0.882 0.904 0.19
H -0.409 -1.845 -0.944 0.22
H -0.291 -2.416 -3.333 0.22
H 1.644 -1.612 -4.697 0.21
H 3.613 -0.610 -3.539 0.21
H 3.514 -0.082 -1.236 0.20
```

Its multiplicity is 1. The calculation puts the energy above the lowest of the compared OMol25 structures with the same formula, charge and spin at 3.169 eV. For the gap between HOMO and LUMO, the calculation gives 0.31193 Eh. As for the SMILES: CC[C@@]12O[C@H](COc3ccccc3)CN1CCN2c1ccccc1. As for the lowest unoccupied orbital energy: 0.8 eV.